Entry A
Density functional theory data (the ωB97M-V functional and the def2-TZVPD basis) for C21H33Br2N3OPdSSi as an isolated structure.

The value obtained for the gap between HOMO and LUMO (spin up / spin down) is 4.9492 / 4.9723 eV. As for the LUMO energy (spin up / spin down): -9.06 / -9.04 eV. The HOMO energy (spin up / spin down) is -14.013 / -14.011 eV.

Structure (ORCA input):
```
! RIJCOSX wB97M-V def2-TZVPD def2/J DEFGRID3
* xyz 2 1
Pd -0.6553 0.9350 -0.2085
N -0.0833 -0.4589 1.4343
C 0.4022 -1.7653 1.2411
C 1.3267 -2.2834 2.1498
C 1.6910 -3.6106 2.0892
C 1.1550 -4.4222 1.0915
C 0.2908 -3.8881 0.1512
C -0.0924 -2.5503 0.1984
C -0.9127 -1.9819 -0.8819
C -1.9160 -2.7458 -1.4925
C -2.5709 -2.2972 -2.6245
C -2.2225 -1.0866 -3.2018
C -1.2371 -0.3048 -2.6065
C -0.6493 -0.7370 -1.4393
H 0.3478 0.0015 2.2319
H -1.1194 -0.4164 1.5139
H 1.7185 -1.6488 2.9371
H 2.3670 -4.0214 2.8257
H 1.4346 -5.4652 1.0373
H -0.0698 -4.5154 -0.6527
H -2.1823 -3.6998 -1.0573
H -3.3366 -2.9099 -3.0804
H -2.7025 -0.7453 -4.1086
H -0.9518 0.6339 -3.0715
Br -2.1313 2.9807 -1.2390
C -1.9247 4.0466 0.3681
Br -0.9827 3.0472 1.7193
H -2.9085 4.2997 0.7442
H -1.3415 4.9240 0.1199
C 2.1842 0.5176 -3.0638
N 3.2049 1.0195 -2.1483
C 4.5225 0.4085 -2.3435
C 2.9207 1.8537 -1.1540
S 1.2705 2.2777 -0.7698
N 3.8658 2.4761 -0.4449
C 5.1292 2.9458 -1.0282
C 3.5943 3.0546 0.8742
H 2.6222 0.4303 -4.0565
H 1.3448 1.2034 -3.1126
H 1.8265 -0.4626 -2.7431
H 4.3754 -0.6378 -2.6062
H 5.1105 0.4560 -1.4332
H 5.0663 0.8855 -3.1584
H 5.1265 2.8396 -2.1068
H 5.9861 2.4233 -0.6044
H 5.2303 4.0055 -0.7946
H 2.8291 2.4885 1.3937
H 3.2729 4.0937 0.7930
H 4.5158 3.0181 1.4524
C -2.6731 -0.4547 3.5405
Si -3.4950 -0.0906 1.8820
C -5.0137 1.0101 2.0986
C -4.3100 -1.6765 1.2092
O -2.4518 0.4421 0.7573
H -3.4142 -0.5996 4.3268
H -2.0285 0.3731 3.8570
H -2.0593 -1.3616 3.5130
H -5.7368 0.4895 2.7260
H -5.4583 1.2250 1.1271
H -4.7311 1.9480 2.5845
H -4.9564 -2.1004 1.9777
H -3.5239 -2.3895 0.9451
H -4.8897 -1.4263 0.3214
*
```

Entry B
Density functional theory data (the ωB97M-V functional and the def2-TZVPD basis) for C21H33Br2N3OPdSSi as an isolated structure.

The value obtained for the gap between HOMO and LUMO is 5.4202 eV. As for the LUMO energy: -9.05 eV. The HOMO energy is -14.471 eV.

Structure (ORCA input):
```
! RIJCOSX wB97M-V def2-TZVPD def2/J DEFGRID3
* xyz 2 1
Pd 0.2283 -0.2139 0.1212
N 0.6655 1.0321 1.9730
C 2.0566 1.3537 1.9920
C 2.8925 0.8153 2.9635
C 4.2442 1.1095 2.9514
C 4.7485 1.9781 1.9931
C 3.9067 2.5150 1.0318
C 2.5581 2.1737 0.9954
C 1.6974 2.5538 -0.1353
C 1.7924 3.8204 -0.7209
C 1.0265 4.1566 -1.8237
C 0.1578 3.2304 -2.3800
C 0.0431 1.9668 -1.8134
C 0.8009 1.6628 -0.7087
H 0.3832 0.5976 2.8471
H 0.0841 1.8438 1.7793
H 2.4790 0.1792 3.7388
H 4.9011 0.6731 3.6908
H 5.8009 2.2254 1.9861
H 4.3091 3.1650 0.2661
H 2.4551 4.5494 -0.2731
H 1.1058 5.1448 -2.2559
H -0.4352 3.4802 -3.2489
H -0.6232 1.2394 -2.2554
Br -2.3592 0.6694 0.5097
C -2.8319 -1.2052 0.5390
Br -1.3666 -2.1914 1.3137
H -2.9614 -1.5381 -0.4829
H -3.7171 -1.3428 1.1480
C 1.8036 -2.9572 3.1551
N 1.8390 -3.6882 1.8856
C 2.1599 -5.1122 2.0383
C 1.8423 -3.0721 0.7026
S 2.2474 -1.3655 0.6547
N 1.6211 -3.7188 -0.4338
C 0.7433 -4.8892 -0.5216
C 1.9815 -3.1214 -1.7275
H 1.3380 -3.5955 3.9033
H 1.2169 -2.0493 3.0540
H 2.8103 -2.6997 3.4873
H 2.9368 -5.2031 2.7972
H 2.5400 -5.5266 1.1113
H 1.2940 -5.6831 2.3730
H 0.2347 -5.0637 0.4208
H 1.2938 -5.7814 -0.8191
H -0.0059 -4.6823 -1.2838
H 1.2823 -2.3326 -1.9990
H 1.9545 -3.9043 -2.4809
H 2.9875 -2.7112 -1.6886
C -3.0993 -0.9426 -2.9472
Si -1.2500 -1.3585 -2.9675
C -0.5421 -0.3086 -4.3841
C -1.0928 -3.1451 -3.5608
O -0.5098 -1.1273 -1.5468
H -3.4384 -0.7872 -3.9718
H -3.3125 -0.0314 -2.3807
H -3.6860 -1.7672 -2.5310
H -0.6789 -0.8456 -5.3226
H 0.5235 -0.1300 -4.2214
H -1.0646 0.6479 -4.4513
H -1.8358 -3.3219 -4.3397
H -1.2794 -3.8495 -2.7466
H -0.1026 -3.3340 -3.9784
*
```

Here is how they stack up, most stable first: entry B, entry A.

Entry A
Density functional theory data (the ωB97M-V functional and the def2-TZVPD basis) for an isolated ion of composition C4H10N and charge +1.

The value obtained for the gap between HOMO and LUMO is 9.2209 eV. As for the structure (SMILES): CC/C=C/[NH3+]. As for the LUMO energy: -4.55 eV. The HOMO energy is -13.771 eV.

Structure (ORCA input):
```
! RIJCOSX wB97M-V def2-TZVPD def2/J DEFGRID3
* xyz 1 1
C 0.1357 -2.1711 -0.4399
C 0.4394 -0.8636 -1.1796
C -0.2337 0.3605 -0.6167
C 0.3030 1.0895 0.3881
N -0.4915 1.5888 1.5274
H 0.4094 -2.1904 0.6267
H -0.9142 -2.3832 -0.5935
H 0.7077 -2.9187 -0.9871
H 1.5174 -0.6217 -1.0563
H 0.1676 -0.8949 -2.2384
H -1.1226 0.7310 -1.1276
H 1.2607 1.6239 0.3636
H -0.9036 0.7847 2.0078
H -1.3270 2.1542 1.2678
H 0.0091 2.1107 2.2478
*
```

Entry B
Density functional theory data (the ωB97M-V functional and the def2-TZVPD basis) for an isolated ion of composition C4H10N and charge +1.

The value obtained for the gap between HOMO and LUMO is 10.3144 eV. As for the structure (SMILES): C=[NH+]CCC. As for the LUMO energy: -5.41 eV. The HOMO energy is -15.722 eV.

Structure (ORCA input):
```
! RIJCOSX wB97M-V def2-TZVPD def2/J DEFGRID3
* xyz 1 1
C 1.6846 -1.0378 1.5376
N 0.9069 -0.0540 1.3534
C -0.3920 -0.1191 0.6326
C -0.2628 -0.0499 -0.8876
C -1.2708 0.9315 -1.4994
H 1.7049 -1.9610 0.9586
H 2.6236 -0.9289 2.0700
H 1.1715 0.7985 1.8190
H -0.8964 -1.0000 1.0231
H -0.9314 0.7683 0.9264
H 0.7085 0.2544 -1.2286
H -0.3493 -1.0080 -1.4000
H -1.4810 0.5231 -2.4943
H -0.9413 1.9385 -1.7379
H -2.2750 0.9444 -1.0729
*
```

Here is how they stack up, most stable first: entry B, entry A.

Entry A
Density functional theory data (the ωB97M-V functional and the def2-TZVPD basis) for a 2-piece molecular cluster, CHN5O overall.

The value obtained for the gap between HOMO and LUMO (spin up / spin down) is 5.6136 / 5.6366 eV. As for the LUMO energy (spin up / spin down): 7.81 / 7.81 eV. The HOMO energy (spin up / spin down) is 2.193 / 2.170 eV.

Structure (ORCA input):
```
! RIJCOSX wB97M-V def2-TZVPD def2/J DEFGRID3
* xyz -2 1
C 0.4329 -0.6909 -0.0340
N 1.1923 -0.4682 -1.1230
N 0.0871 -2.0050 0.0360
N 1.3858 -1.5790 -1.7448
N 0.7435 -2.5758 -1.0783
N -1.1984 1.0962 1.2782
O -1.5260 2.3210 1.1467
H -0.1786 0.1368 0.4839
*
```

Entry B
Density functional theory data (the ωB97M-V functional and the def2-TZVPD basis) for a 2-piece molecular cluster, CHN5O overall.

The value obtained for the gap between HOMO and LUMO (spin up / spin down) is 5.6834 / 5.6608 eV. As for the LUMO energy (spin up / spin down): 7.85 / 7.82 eV. The HOMO energy (spin up / spin down) is 2.162 / 2.160 eV.

Structure (ORCA input):
```
! RIJCOSX wB97M-V def2-TZVPD def2/J DEFGRID3
* xyz -2 1
C -0.4829 -0.0042 -0.0055
N -1.2640 1.0807 -0.0142
N -1.2084 -1.1255 0.0094
N -2.5074 0.5994 -0.0148
N -2.4763 -0.7042 0.0037
N 3.0664 0.2420 0.1445
O 4.2863 -0.1151 -0.1194
H 0.5863 0.0270 -0.0037
*
```

Here is how they stack up, most stable first: entry B, entry A.

Entry A
Density functional theory data (the ωB97M-V functional and the def2-TZVPD basis) for a 2-piece molecular cluster, C3H7NO2 overall.

The value obtained for the gap between HOMO and LUMO (spin up / spin down) is 3.8616 / 7.2534 eV. Its expectation value of S² is 0.7539. As for the LUMO energy (spin up / spin down): 4.07 / 4.06 eV. The HOMO energy (spin up / spin down) is 0.209 / -3.195 eV.

Structure (ORCA input):
```
! RIJCOSX wB97M-V def2-TZVPD def2/J DEFGRID3
* xyz -1 2
O -1.4105 0.1874 0.8233
C -1.1856 -1.0753 0.4893
C -1.4170 -1.5631 -0.9285
H -0.8156 -1.7386 1.2911
H -1.4898 -0.6727 -1.5515
H -2.3342 -2.1780 -0.9571
H -0.5825 -2.2126 -1.2262
C 1.6365 1.2253 -0.2725
N 1.2170 1.1181 1.0167
O 1.5410 0.3969 -1.1475
H 2.1091 2.2043 -0.4916
H 1.2306 1.9956 1.5149
H 0.3223 0.6444 1.2485
*
```

Entry B
Density functional theory data (the ωB97M-V functional and the def2-TZVPD basis) for a 3-piece molecular cluster, C3H7NO2 overall.

The value obtained for the gap between HOMO and LUMO (spin up / spin down) is 6.8710 / 4.4045 eV. Its expectation value of S² is 0.7669. As for the LUMO energy (spin up / spin down): 3.84 / 1.45 eV. The HOMO energy (spin up / spin down) is -3.033 / -2.959 eV.

Structure (ORCA input):
```
! RIJCOSX wB97M-V def2-TZVPD def2/J DEFGRID3
* xyz -1 2
C 0.8640 1.2602 -0.4276
N 2.1165 1.4682 -0.3162
C -1.7432 -1.1531 0.4150
C -1.9629 0.1686 -0.0360
O -1.8106 0.8052 -1.0775
O 2.0875 -1.0895 0.2931
H 0.3920 0.4883 0.1915
H 0.3153 1.6242 -1.3018
H 2.5939 -1.9053 0.3117
H 2.5596 0.5001 -0.1122
H -0.8988 -1.6448 -0.0694
H -2.0645 -1.3868 1.4108
H -2.4489 0.8647 0.7186
*
```

Entry C
Density functional theory data (the ωB97M-V functional and the def2-TZVPD basis) for an isolated ion of composition C3H7NO2 and charge -1.

The value obtained for the gap between HOMO and LUMO (spin up / spin down) is 3.2829 / 7.0458 eV. Its expectation value of S² is 0.7536. As for the LUMO energy (spin up / spin down): 3.82 / 3.75 eV. The HOMO energy (spin up / spin down) is 0.533 / -3.298 eV.

Structure (ORCA input):
```
! RIJCOSX wB97M-V def2-TZVPD def2/J DEFGRID3
* xyz -1 2
O 0.3555 -2.6991 -0.5543
C 0.7647 -1.5522 -0.7615
C 0.5143 -0.2825 0.1983
C -0.3669 0.8826 -0.4992
O -0.6892 2.1403 0.3465
N -0.1405 -0.6505 1.4919
H 1.3020 -1.3852 -1.6793
H 1.5334 0.1889 0.4582
H -1.2584 0.2843 -0.5995
H 0.1483 1.2623 -1.4268
H -0.9155 2.8082 -0.3240
H -0.2493 0.1348 2.1763
H -0.9983 -1.1321 1.1733
*
```

Here is how they stack up, most stable first: entry A, entry C, entry B.

Entry A
Density functional theory data (the ωB97M-V functional and the def2-TZVPD basis) for C15H18N2O2 as an isolated structure.

The value obtained for the gap between HOMO and LUMO is 9.2507 eV. As for the LUMO energy: 0.80 eV. The HOMO energy is -8.454 eV.

Structure (ORCA input):
```
! RIJCOSX wB97M-V def2-TZVPD def2/J DEFGRID3
* xyz 0 1
O 0.9947 -0.1208 -3.1832
C 0.1651 -0.6202 -2.3952
N -1.0921 -0.9490 -2.7581
C -1.9588 -1.4496 -1.6799
C -3.2399 -1.9526 -1.9882
C -3.9142 -2.5987 -1.0650
C -3.5637 -2.5936 0.3596
C -2.5291 -1.7595 0.5662
C -1.5982 -1.2352 -0.3354
C -0.4045 -0.6319 0.1196
C 0.8800 -0.8648 -1.0885
H 1.7309 -0.2176 -0.7855
H 0.8009 -1.8999 -0.8115
H 0.0204 -1.0069 0.9975
C -0.7473 0.9935 0.2206
C 0.5890 1.6559 0.8129
C 0.8392 1.2670 2.2744
O 0.3185 0.5640 2.9480
N 2.0202 1.8983 2.3989
C 3.0426 2.6604 1.7849
C 4.3770 2.8837 2.1480
C 4.1682 2.0636 0.8643
H 4.2532 2.5745 -0.1583
H 4.1616 0.9377 0.8412
H 4.8581 3.9475 1.8902
H 4.6784 2.1143 2.8897
H 2.3770 3.6462 1.6289
H 2.4045 1.6562 3.3180
H 0.2857 2.7235 0.8412
H 1.3364 1.5664 0.0920
H -0.9902 1.3133 -0.8542
H -1.5638 1.1003 0.9420
H -2.2602 -1.8248 1.6081
H -4.3958 -2.8841 1.0192
H -4.8540 -3.0461 -1.4369
H -3.1987 -2.1525 -3.3515
H -1.4302 -0.6434 -3.6083
*
```

Entry B
Density functional theory data (the ωB97M-V functional and the def2-TZVPD basis) for one molecule with the formula C15H18N2O2.

The value obtained for the gap between HOMO and LUMO is 9.6544 eV. As for the structure (SMILES): c1ccc(COC[C@H]2CC[C@@H](c3c[nH]cn3)O2)cc1. As for the LUMO energy: 0.78 eV. The HOMO energy is -8.872 eV.

Structure (ORCA input):
```
! RIJCOSX wB97M-V def2-TZVPD def2/J DEFGRID3
* xyz 0 1
C -5.5643 1.6147 -1.1701
C -5.1358 0.9419 -0.0487
C -3.9138 1.0947 0.4826
C -2.9288 1.7933 -0.3373
C -1.5458 1.9666 0.2538
O -0.6503 1.4962 -0.6668
C 0.5322 1.0334 -0.0470
C 0.5473 -0.3725 0.5008
C 0.6138 -1.5575 -0.5101
C 1.2181 -2.6312 0.4740
C 2.2035 -1.8335 1.2899
C 3.5973 -1.7720 0.6888
C 4.2200 -0.6578 0.3587
N 5.4821 -1.0009 -0.0359
C 5.7484 -2.2725 0.3873
N 4.5498 -2.7805 0.6655
O 1.5381 -0.5790 1.4349
C -3.2991 2.4088 -1.5635
C -4.6458 2.3313 -1.9217
H -6.5967 1.2565 -1.5333
H -5.8867 0.3507 0.4229
H -3.6617 0.8309 1.5014
H -1.5288 1.5002 1.2443
H -1.2462 3.0407 0.3950
H 0.7459 1.8310 0.6766
H 1.3413 1.2277 -0.7900
H -0.3800 -0.4814 1.0750
H -0.3572 -1.8533 -0.8779
H 1.3524 -1.3133 -1.2193
H 0.4601 -2.9723 1.1991
H 1.6102 -3.4864 -0.0551
H 2.4177 -2.2664 2.2708
H 3.7948 0.3853 0.4678
H 6.1399 -0.2250 -0.3121
H 6.7917 -2.6988 0.3326
H -2.5540 2.8561 -2.2320
H -5.0095 2.7944 -2.8009
*
```

Here is how they stack up, most stable first: entry B, entry A.

Entry A
Density functional theory data (the ωB97M-V functional and the def2-TZVPD basis) for one molecule with the formula C3ClF2N.

The value obtained for the gap between HOMO and LUMO is 10.8653 eV. As for the structure (SMILES): N#CC(Cl)=C(F)F. As for the LUMO energy: 0.28 eV. The HOMO energy is -10.590 eV.

Structure (ORCA input):
```
! RIJCOSX wB97M-V def2-TZVPD def2/J DEFGRID3
* xyz 0 1
N -1.8228 1.9898 0.1038
C -1.2048 1.0489 -0.0260
C -0.2120 -0.0919 0.0728
Cl -1.0361 -1.5311 -0.0458
C 1.0642 0.0783 -0.0392
F 1.5228 1.3588 -0.1299
F 2.0870 -0.7046 0.1306
*
```

Entry B
Density functional theory data (the ωB97M-V functional and the def2-TZVPD basis) for one molecule with the formula C3ClF2N.

The value obtained for the gap between HOMO and LUMO is 9.8826 eV. As for the structure (SMILES): FC(F)=NC#CCl. As for the LUMO energy: 0.44 eV. The HOMO energy is -9.445 eV.

Structure (ORCA input):
```
! RIJCOSX wB97M-V def2-TZVPD def2/J DEFGRID3
* xyz 0 1
F -0.8007 -2.5458 -0.7875
C -0.5781 -1.2605 -0.6843
F -1.1793 -0.5456 -1.6658
N -0.0318 -0.7329 0.3142
C 0.4732 0.4655 0.5518
C 0.7622 1.5653 0.9323
Cl 1.3545 3.0539 1.3392
*
```

Here is how they stack up, most stable first: entry A, entry B.

Entry A
Density functional theory data (the ωB97M-V functional and the def2-TZVPD basis) for a 2-piece molecular cluster, C8H10O2S overall.

The value obtained for the gap between HOMO and LUMO is 8.3707 eV. As for the structure (SMILES): O=[S@@]1(O)=C2CC[C@H]2C=C1.C#C. As for the LUMO energy: 0.74 eV. The HOMO energy is -7.630 eV.

Structure (ORCA input):
```
! RIJCOSX wB97M-V def2-TZVPD def2/J DEFGRID3
* xyz 0 1
O -2.4987 0.8374 0.5267
S -1.1475 1.0658 0.2983
O -0.6334 2.0959 1.3907
C 0.0413 -0.1859 0.2927
C -0.2793 -1.4711 -0.4447
C 0.6286 -1.0249 -1.5930
C 0.9458 0.3133 -0.8545
C 0.3600 1.5829 -1.6076
C -0.8353 2.0003 -1.1839
H -0.1928 1.5811 2.1044
H -1.2881 -1.5454 -0.7268
H -0.1089 -2.3816 0.0613
H 1.4829 -1.6695 -1.9760
H -0.0943 -0.8006 -2.3963
H 2.0368 0.3391 -0.5717
H 0.9079 1.7501 -2.5257
H -1.4492 2.7765 -1.4906
C -0.1097 -1.1895 3.3403
C -0.7902 -0.5662 4.0706
H 0.7069 -1.6365 2.7533
H -1.4429 -0.2202 4.8022
*
```

Entry B
Density functional theory data (the ωB97M-V functional and the def2-TZVPD basis) for a 2-piece molecular cluster, C8H10O2S overall.

The value obtained for the gap between HOMO and LUMO is 9.0881 eV. As for the structure (SMILES): C=C[C@H](C=O)c1ccsc1.O. As for the LUMO energy: 0.43 eV. The HOMO energy is -8.660 eV.

Structure (ORCA input):
```
! RIJCOSX wB97M-V def2-TZVPD def2/J DEFGRID3
* xyz 0 1
C -0.6374 -1.5949 2.5492
C -0.0916 -1.1588 1.4230
C -0.8462 -0.6370 0.2619
C -0.6978 -1.5334 -1.0068
O -1.5014 -2.2336 -1.5835
C -0.4485 0.6964 -0.2047
C 0.3734 1.6546 0.3627
C 0.4961 2.8077 -0.2710
S -0.4144 2.7209 -1.7687
C -0.9577 1.1193 -1.4228
H -0.0262 -1.9337 3.3307
H -1.6980 -1.6901 2.7020
H 1.0092 -0.8706 1.4170
H -1.9617 -0.5602 0.5360
H 0.3802 -1.4237 -1.3905
H 0.9973 1.5958 1.3505
H 1.1430 3.6681 -0.3838
H -1.7625 0.6818 -1.9540
O 1.8963 -0.2591 -1.2059
H 2.7831 -0.2516 -0.7325
H 1.9647 -0.7979 -2.0089
*
```

Here is how they stack up, most stable first: entry B, entry A.